one | Here is a structure of composition C4H12BrNO from the OMol25 dataset. Energies are from ωB97M-V/def2-TZVPD.

Values from the calculation:
HOMO energy   -8.45 eV
Kohn-Sham gap   8.8 eV
LUMO level   0.32 eV

The geometry in ORCA input format:
```
! wB97M-V def2-TZVPD RIJCOSX def2/J DEFGRID3
* xyz 0 1
C -3.986 1.218 -16.402
C -2.679 1.772 -16.931
C -2.855 2.674 -18.163
O -3.273 1.914 -19.280
C -3.053 2.615 -20.486
N -2.163 2.692 -15.785
H -2.825 3.436 -15.616
H -2.333 2.130 -14.963
H -1.189 2.955 -15.823
H -3.868 0.490 -15.600
H -4.539 0.593 -17.102
H -4.699 1.979 -16.085
H -1.957 0.960 -17.022
H -1.829 3.009 -18.318
H -3.537 3.514 -18.030
H -1.970 2.608 -20.610
H -3.525 3.597 -20.457
H -3.366 2.164 -21.427
Br -4.183 4.418 -15.554
*
```

two | Here is a cluster of 2 separate species, C4H12BrNO in total from the OMol25 dataset. Energies are from ωB97M-V/def2-TZVPD.

Values from the calculation:
HOMO energy   -6.51 eV
Kohn-Sham gap   5.7 eV
LUMO level   -0.84 eV

The geometry in ORCA input format:
```
! wB97M-V def2-TZVPD RIJCOSX def2/J DEFGRID3
* xyz 0 1
C 1.191 -0.293 -1.728
C 0.315 -0.747 -0.581
C 0.232 0.256 0.543
O -1.057 0.145 1.133
C -1.077 0.624 2.467
N -1.105 -1.018 -1.066
H -1.569 -0.142 -1.313
H -1.100 -1.650 -1.863
H -1.618 -1.446 -0.294
H 0.675 0.540 -2.223
H 1.411 -1.069 -2.455
H 2.031 0.201 -1.236
H 0.642 -1.753 -0.296
H 0.324 1.257 0.093
H 1.063 0.151 1.238
H -0.556 -0.049 3.154
H -2.113 0.657 2.809
H -0.677 1.638 2.535
Br 2.987 2.697 -0.918
*
```

Stability check: which of them is most stable? one.

one | Here is the ion C3H6ClN2 with charge +1 from the OMol25 dataset. Energies are from ωB97M-V/def2-TZVPD.

Values from the calculation:
HOMO energy   -13.17 eV
Kohn-Sham gap   7.6 eV
LUMO level   -5.59 eV
SMILES   N/C(C=[NH2+])=C/Cl

The geometry in ORCA input format:
```
! wB97M-V def2-TZVPD RIJCOSX def2/J DEFGRID3
* xyz 1 1
C 0.046 0.107 0.594
C 0.065 0.967 -0.897
C 0.202 0.256 2.073
N 0.064 -1.230 0.127
N -0.083 0.362 -2.000
Cl 0.172 1.749 2.824
H -0.053 2.071 -0.994
H 0.236 -0.673 2.499
H -0.836 -1.674 -0.056
H -0.345 0.714 -2.903
H 0.394 -1.965 0.724
H 0.137 -0.685 -1.992
*
```

two | Here is the ion C3H6ClN2 with charge +1 from the OMol25 dataset. Energies are from ωB97M-V/def2-TZVPD.

Values from the calculation:
HOMO energy   -15.14 eV
Kohn-Sham gap   9.4 eV
LUMO level   -5.73 eV
SMILES   C=N/C(Cl)=[NH+]/C

The geometry in ORCA input format:
```
! wB97M-V def2-TZVPD RIJCOSX def2/J DEFGRID3
* xyz 1 1
C -2.031 -1.636 0.250
C -0.396 -0.016 -0.373
C 1.660 1.138 0.079
N -1.145 -1.050 -0.430
N 0.920 -0.014 -0.344
Cl -1.408 1.618 -0.077
H -2.105 -1.391 1.300
H -2.758 -2.249 -0.060
H 1.240 1.579 0.982
H 1.726 1.855 -0.858
H 2.788 0.958 0.167
H 1.508 -0.793 -0.636
*
```

Stability check: which of them is most stable? two.